[1]
C4H16NO2 | ωB97M-V/def2-TZVPD

Summary:
net charge: +1
HOMO energy: -15.139 eV
gap between HOMO and LUMO: 12.070 eV

Atoms and positions in Å:
1 C -0.070 -1.501 1.047
2 C 1.237 -0.977 0.451
3 C 2.213 -2.122 0.499
4 C 1.680 0.368 1.057
5 N -1.266 -0.497 0.952
6 H -0.163 -1.718 2.128
7 H -0.256 -2.500 0.623
8 H 0.983 -0.746 -0.582
9 H 1.919 -2.996 -0.096
10 H 2.331 -2.550 1.504
11 H 3.199 -1.785 0.176
12 H 1.386 0.526 2.087
13 H 2.767 0.387 0.935
14 H 1.369 1.219 0.427
15 H -1.085 -0.074 0.015
16 H -1.244 0.225 1.667
17 H -2.198 -0.900 1.004
18 H -0.063 0.959 -2.116
19 H -1.506 1.112 -1.876
20 O -0.777 0.495 -1.682
21 H -2.609 4.106 -1.371
22 H -2.571 3.547 -2.605
23 O -2.233 3.282 -1.729


[2]
C3H9BrClNSi | ωB97M-V/def2-TZVPD

Summary:
HOMO energy: -8.937 eV
gap between HOMO and LUMO: 9.697 eV

Atoms and positions in Å:
1 C -1.943 0.376 0.165
2 C -0.167 -1.375 0.047
3 C 2.212 0.900 0.607
4 N -0.573 0.007 -0.238
5 Si 0.626 1.162 -0.548
6 Cl -0.252 2.945 -0.114
7 Br 3.605 0.334 -0.470
8 H -2.003 1.418 -0.184
9 H -2.647 -0.311 -0.314
10 H -2.077 0.213 1.181
11 H 0.829 -1.679 -0.227
12 H -0.196 -1.416 1.204
13 H -0.844 -2.183 -0.442
14 H 2.571 1.810 1.108
15 H 1.831 0.122 1.190
16 H 1.145 1.143 -1.867


[3]
C5H10O | ωB97M-V/def2-TZVPD

Summary:
HOMO energy: -8.280 eV
gap between HOMO and LUMO: 9.205 eV

Atoms and positions in Å:
1 C -0.139 -1.668 1.009
2 C 0.258 -0.334 0.388
3 C -0.062 -0.194 -1.105
4 C -0.414 1.261 -1.346
5 O -0.618 1.792 -0.169
6 C -0.506 0.858 0.946
7 H 0.420 -2.492 0.554
8 H 0.057 -1.688 2.086
9 H -1.207 -1.864 0.856
10 H 1.333 -0.163 0.533
11 H 0.706 -0.592 -1.777
12 H -1.006 -0.698 -1.360
13 H 1.015 1.959 -1.943
14 H 1.719 1.835 -1.671
15 H -0.022 1.382 1.772
16 H -1.535 0.605 1.228


[4]
C25H55CoN10O3 | ωB97M-V/def2-TZVPD

Summary:
net charge: +1
HOMO energy (alpha / beta): -10.823 / -10.792 eV
gap between HOMO and LUMO (alpha / beta): 9.123 / 9.093 eV
multiplicity: 2

Atoms and positions in Å:
1 Co 0.329 -0.295 0.065
2 C -1.907 0.252 -4.180
3 N -0.751 -0.614 -4.066
4 C -0.280 -1.180 -5.314
5 C -0.216 -0.984 -2.843
6 N 0.074 -0.108 -1.907
7 C 0.222 1.305 -2.261
8 C -0.415 2.152 -1.182
9 N 0.189 1.800 0.113
10 C -0.664 2.166 1.244
11 C -0.156 1.473 2.494
12 N 0.139 0.062 2.212
13 C 0.202 -0.745 3.228
14 N 0.269 -2.146 3.097
15 C 1.298 -2.655 2.220
16 C -0.998 -2.877 3.080
17 N 0.210 -0.316 4.533
18 C -0.068 -1.284 5.590
19 C 1.086 0.780 4.948
20 C 1.551 2.366 0.256
21 C 2.544 1.366 0.838
22 N 2.496 0.192 -0.024
23 C 3.477 -0.691 -0.123
24 N 4.269 -1.186 0.910
25 C 4.382 -2.633 1.099
26 C 4.453 -0.464 2.156
27 N 3.773 -1.184 -1.353
28 C 3.168 -0.619 -2.548
29 C 4.916 -2.047 -1.630
30 N 0.018 -2.303 -2.683
31 C -0.796 -3.322 -3.341
32 C 0.899 -2.852 -1.669
33 H -2.707 -0.272 -4.713
34 H -1.683 1.167 -4.737
35 H -2.275 0.521 -3.195
36 H 0.008 -0.373 -5.994
37 H -1.049 -1.780 -5.808
38 H 0.591 -1.805 -5.139
39 H -0.220 1.566 -3.215
40 H 1.283 1.552 -2.343
41 H -1.480 1.914 -1.124
42 H -0.301 3.221 -1.397
43 H -1.687 1.873 1.012
44 H -0.658 3.252 1.401
45 H -0.911 1.542 3.284
46 H 0.719 2.015 2.852
47 H 2.276 -2.348 2.592
48 H 1.197 -2.341 1.169
49 H 1.254 -3.743 2.244
50 H -1.803 -2.229 3.425
51 H -0.938 -3.733 3.756
52 H -1.249 -3.221 2.081
53 H -1.025 -1.774 5.430
54 H -0.131 -0.738 6.530
55 H 0.709 -2.047 5.664
56 H 0.544 1.695 5.191
57 H 1.826 0.995 4.179
58 H 1.632 0.459 5.834
59 H 1.521 3.275 0.868
60 H 1.909 2.651 -0.732
61 H 2.308 1.155 1.881
62 H 3.522 1.856 0.811
63 H 3.756 -3.173 0.394
64 H 4.033 -2.886 2.101
65 H 5.411 -2.983 1.004
66 H 4.689 0.579 1.983
67 H 5.310 -0.906 2.664
68 H 3.586 -0.538 2.824
69 H 2.520 0.195 -2.261
70 H 2.590 -1.364 -3.095
71 H 3.963 -0.252 -3.199
72 H 4.675 -3.108 -1.560
73 H 5.741 -1.819 -0.961
74 H 5.240 -1.851 -2.650
75 H -0.221 -3.859 -4.098
76 H -1.670 -2.875 -3.802
77 H -1.142 -4.019 -2.581
78 H 1.514 -2.068 -1.231
79 H 1.553 -3.591 -2.142
80 H 0.317 -3.332 -0.885
81 C -4.220 -1.680 0.854
82 C -3.272 -1.148 -0.220
83 C -3.983 -1.057 -1.557
84 O -2.828 0.165 0.130
85 C -2.072 -2.098 -0.314
86 O -2.234 -3.206 -0.800
87 O -0.971 -1.694 0.231
88 H -5.089 -1.026 0.926
89 H -3.728 -1.707 1.826
90 H -4.547 -2.688 0.607
91 H -4.768 -0.303 -1.503
92 H -4.421 -2.020 -1.808
93 H -3.288 -0.785 -2.348
94 H -2.276 0.039 0.915


[5]
C16H24BrINO6SbSe4V | ωB97M-V/def2-TZVPD

Summary:
HOMO energy (alpha / beta): -7.527 / -7.496 eV
gap between HOMO and LUMO (alpha / beta): 6.383 / 6.088 eV
multiplicity: 2

Atoms and positions in Å:
1 V 0.394 -0.123 -1.778
2 C -1.460 3.289 -1.128
3 C -0.947 2.568 -2.368
4 O -0.184 1.455 -1.972
5 C -2.096 0.093 -4.915
6 C -0.093 -2.309 -2.811
7 O 0.755 -2.280 -1.637
8 C 0.424 -2.918 -0.411
9 C 1.066 -1.998 0.606
10 O 0.655 -0.646 0.323
11 C -0.303 -0.071 1.235
12 C -1.672 -0.558 0.827
13 O -1.752 -0.370 -0.585
14 C -2.890 0.338 -1.090
15 C -3.132 1.695 -0.428
16 O -1.963 2.417 -0.131
17 H -2.230 4.009 -1.433
18 H -0.635 3.817 -0.656
19 H -0.301 3.240 -2.938
20 H -1.762 2.215 -3.007
21 H -1.939 -0.864 -5.439
22 H -1.283 0.832 -5.006
23 H 0.409 -2.879 -3.597
24 H -1.059 -2.763 -2.563
25 H 0.861 -3.917 -0.367
26 H -0.662 -2.984 -0.301
27 H 2.149 -2.019 0.489
28 H 0.806 -2.255 1.632
29 H -0.216 1.006 1.102
30 H -0.038 -0.344 2.257
31 H -2.450 -0.008 1.355
32 H -1.806 -1.622 1.046
33 H -3.790 -0.274 -0.962
34 H -2.706 0.428 -2.156
35 H -3.642 1.562 0.528
36 H -3.816 2.259 -1.075
37 O -3.096 0.316 -4.285
38 N -0.229 -0.927 -3.120
39 Se 5.762 1.826 -0.796
40 Sb 3.426 2.218 -1.025
41 Se 2.669 0.063 -2.243
42 Se 2.431 4.113 -2.215
43 Se 1.873 2.810 0.753
44 Br 3.356 -3.479 2.944
45 C 2.578 -1.928 3.708
46 C 1.597 -2.115 4.674
47 C 0.978 -1.017 5.249
48 C 1.339 0.264 4.855
49 C 2.313 0.444 3.886
50 C 2.948 -0.651 3.301
51 I 4.360 -0.240 1.819
52 H 1.332 -3.119 4.975
53 H 0.222 -1.166 6.009
54 H 0.864 1.129 5.301
55 H 2.587 1.441 3.564


[6]
CH2F2N2 | ωB97M-V/def2-TZVPD

Summary:
HOMO energy (alpha / beta): -10.107 / -10.134 eV
gap between HOMO and LUMO (alpha / beta): 9.679 / 9.712 eV

Atoms and positions in Å:
1 C 0.237 0.598 1.008
2 N -0.183 -0.058 0.082
3 N 0.025 -1.432 -1.843
4 F -0.601 1.032 1.948
5 F 1.458 0.890 1.336
6 H -1.193 -0.409 0.003
7 H 0.256 -0.621 -2.534


[7]
C23H43F5GeN2O3RuSi3 | ωB97M-V/def2-TZVPD

Summary:
net charge: +2
HOMO energy (alpha / beta): -13.643 / -13.550 eV
gap between HOMO and LUMO (alpha / beta): 7.941 / 5.502 eV
multiplicity: 5

Atoms and positions in Å:
1 Ru 0.156 0.379 -0.474
2 C -2.751 4.044 0.611
3 N -2.281 3.113 1.640
4 C -2.496 3.516 3.036
5 C -1.650 2.006 1.312
6 O -1.499 1.654 0.110
7 C -1.139 1.128 2.442
8 O -0.190 0.200 1.940
9 C -0.330 -1.146 2.360
10 C -1.047 -1.953 1.277
11 O -1.214 -1.440 0.151
12 N -1.450 -3.176 1.582
13 C -2.169 -3.995 0.605
14 C -1.241 -3.800 2.890
15 H -3.837 4.115 0.643
16 H -2.323 5.028 0.802
17 H -2.442 3.695 -0.367
18 H -3.249 4.297 3.049
19 H -2.865 2.689 3.638
20 H -1.583 3.913 3.480
21 H -0.663 1.743 3.206
22 H -1.993 0.615 2.892
23 H 0.675 -1.547 2.496
24 H -0.852 -1.196 3.314
25 H -2.338 -3.420 -0.299
26 H -1.584 -4.885 0.372
27 H -3.126 -4.302 1.026
28 H -0.421 -3.341 3.434
29 H -2.149 -3.750 3.493
30 H -0.990 -4.847 2.737
31 C 3.262 1.479 -3.351
32 Si 2.479 -0.099 -3.991
33 C 3.328 -1.670 -3.440
34 C 2.202 -0.060 -5.825
35 Ge 0.315 -0.028 -2.760
36 Si -1.126 -2.054 -3.432
37 C -1.070 -1.995 -5.281
38 C -2.814 -1.760 -2.721
39 C -0.163 -3.433 -2.649
40 Si -1.078 2.055 -3.361
41 C -0.176 3.428 -2.470
42 C -0.862 2.116 -5.203
43 C -2.846 1.844 -2.830
44 H 4.305 1.303 -3.073
45 H 2.744 1.865 -2.473
46 H 3.248 2.256 -4.120
47 H 4.338 -1.459 -3.077
48 H 3.418 -2.367 -4.277
49 H 2.782 -2.175 -2.645
50 H 3.182 0.016 -6.309
51 H 1.607 0.793 -6.150
52 H 1.730 -0.971 -6.191
53 H -1.533 -1.084 -5.664
54 H -1.621 -2.848 -5.693
55 H -0.045 -2.053 -5.648
56 H -3.403 -1.111 -3.370
57 H -2.745 -1.310 -1.729
58 H -3.350 -2.711 -2.628
59 H 0.727 -3.669 -3.236
60 H -0.778 -4.336 -2.587
61 H 0.147 -3.157 -1.641
62 H 0.765 3.668 -2.969
63 H 0.049 3.151 -1.441
64 H -0.781 4.340 -2.448
65 H 0.181 2.281 -5.474
66 H -1.447 2.950 -5.606
67 H -1.212 1.200 -5.683
68 H -2.910 1.394 -1.840
69 H -3.400 1.225 -3.537
70 H -3.338 2.822 -2.794
71 F 2.355 2.194 -0.077
72 C 2.902 0.961 0.037
73 C 2.118 -0.142 -0.281
74 C 2.713 -1.377 -0.107
75 F 1.996 -2.495 -0.326
76 C 4.022 -1.521 0.311
77 F 4.554 -2.725 0.460
78 C 4.778 -0.390 0.579
79 F 6.030 -0.514 0.972
80 C 4.214 0.872 0.448
81 F 4.927 1.952 0.719


[8]
C5H16N2O3Si | ωB97M-V/def2-TZVPD

Summary:
HOMO energy: -8.453 eV
gap between HOMO and LUMO: 8.857 eV
SMILES: NCCNCCC[Si](O)(O)O

Atoms and positions in Å:
1 O 1.996 -3.507 0.829
2 O 1.590 -3.093 3.383
3 O -0.506 -2.940 1.624
4 N -1.792 3.356 -2.421
5 N -0.738 1.609 -0.478
6 C -1.417 1.993 -2.813
7 C -0.397 1.404 -1.893
8 C 0.286 1.215 0.472
9 C 0.524 -0.292 0.515
10 C 1.286 -0.757 1.755
11 Si 1.091 -2.617 1.879
12 H 2.367 -4.337 1.159
13 H 1.029 -2.823 4.125
14 H -0.741 -3.880 1.548
15 H -2.473 3.694 -3.100
16 H -2.313 3.308 -1.528
17 H -1.654 1.194 -0.296
18 H -1.012 2.005 -3.831
19 H -2.304 1.365 -2.782
20 H -0.239 0.343 -2.150
21 H 0.561 1.868 -2.066
22 H 1.207 1.720 0.211
23 H -0.034 1.518 1.447
24 H -0.437 -0.868 0.453
25 H 0.976 -0.702 -0.399
26 H 2.326 -0.473 1.730
27 H 0.816 -0.302 2.626


[9]
CH5O2PS2 | ωB97M-V/def2-TZVPD

Summary:
HOMO energy (alpha / beta): -8.028 / -8.028 eV
gap between HOMO and LUMO (alpha / beta): 7.363 / 7.362 eV

Atoms and positions in Å:
1 C -0.244 -0.670 -0.237
2 O -1.142 -0.422 -1.181
3 O -0.115 -1.980 -0.019
4 P 1.425 0.259 -0.217
5 S 2.381 0.107 1.387
6 S 0.580 2.296 -0.320
7 H -0.012 0.195 1.920
8 H -1.128 0.531 -1.378
9 H -0.806 -2.527 -0.560
10 H -0.867 0.335 2.041
11 H -0.072 1.875 -1.435


[10]
C27H52BrGeKN3O9P | ωB97M-V/def2-TZVPD

Summary:
net charge: -1
HOMO energy (alpha / beta): -4.450 / -4.450 eV
gap between HOMO and LUMO (alpha / beta): 6.581 / 5.840 eV
multiplicity: 2

Atoms and positions in Å:
1 K -0.442 -0.555 -0.264
2 N 2.965 1.328 -2.219
3 C 1.932 2.344 -2.206
4 C 0.506 1.824 -2.307
5 O 0.291 0.613 -2.284
6 N -0.437 2.808 -2.362
7 C -1.680 2.448 -2.779
8 C -2.673 1.580 -1.556
9 O -3.834 1.616 -1.903
10 O -2.020 1.105 -0.645
11 H 3.006 0.906 -3.141
12 H 2.665 0.560 -1.625
13 H 2.098 3.054 -3.020
14 H 1.989 2.934 -1.287
15 H -1.750 1.677 -3.554
16 H -2.331 3.298 -2.959
17 C 3.729 -2.511 -0.960
18 C 2.418 -3.267 -1.161
19 C 2.708 -4.765 -1.046
20 C 1.865 -2.944 -2.548
21 O 1.527 -2.838 -0.136
22 Ge -0.080 -3.758 0.188
23 O -0.932 -2.831 -1.207
24 C -2.164 -3.217 -1.794
25 C -2.101 -4.662 -2.285
26 C -3.296 -3.053 -0.781
27 C -2.386 -2.279 -2.976
28 O -0.597 -2.460 1.435
29 C -0.506 -2.695 2.830
30 C 0.955 -2.872 3.239
31 C -1.318 -3.925 3.237
32 C -1.092 -1.460 3.504
33 H 4.508 -2.885 -1.628
34 H 4.067 -2.626 0.072
35 H 3.602 -1.449 -1.171
36 H 3.445 -5.075 -1.794
37 H 1.807 -5.360 -1.194
38 H 3.100 -4.996 -0.053
39 H 2.627 -3.129 -3.312
40 H 1.559 -1.897 -2.601
41 H 0.986 -3.544 -2.776
42 H -1.951 -5.354 -1.456
43 H -1.267 -4.784 -2.980
44 H -3.024 -4.938 -2.803
45 H -3.111 -3.667 0.104
46 H -4.258 -3.347 -1.209
47 H -3.368 -2.013 -0.457
48 H -1.573 -2.388 -3.695
49 H -2.407 -1.239 -2.646
50 H -3.334 -2.492 -3.478
51 H 1.391 -3.748 2.754
52 H 1.047 -2.996 4.323
53 H 1.541 -2.007 2.931
54 H -0.900 -4.835 2.809
55 H -2.345 -3.823 2.880
56 H -1.337 -4.033 4.326
57 H -0.548 -0.568 3.192
58 H -1.038 -1.537 4.594
59 H -2.134 -1.324 3.211
60 Br 4.737 -0.610 5.066
61 C 3.544 -0.064 3.707
62 C 2.409 0.655 4.033
63 C 1.565 1.018 2.994
64 N 1.778 0.719 1.717
65 C 2.879 0.028 1.437
66 C 3.798 -0.390 2.390
67 H 2.178 0.921 5.054
68 H 0.666 1.588 3.197
69 H 3.045 -0.234 0.402
70 H 4.668 -0.963 2.103
71 C -0.610 3.410 5.169
72 C -1.786 2.610 4.650
73 O -2.331 3.233 3.488
74 P -2.086 2.408 2.074
75 O -0.691 3.010 1.541
76 C -0.494 4.338 1.030
77 C 0.930 4.738 1.327
78 O -3.113 3.279 1.162
79 C -4.481 2.835 1.153
80 C -5.356 3.863 1.831
81 H -0.194 2.953 6.070
82 H -0.923 4.426 5.412
83 H 0.179 3.475 4.418
84 H -2.577 2.548 5.402
85 H -1.490 1.578 4.423
86 H -1.216 5.018 1.488
87 H -0.678 4.302 -0.046
88 H 1.097 4.854 2.400
89 H 1.169 5.686 0.839
90 H 1.620 3.979 0.956
91 H -4.557 1.863 1.654
92 H -4.749 2.675 0.109
93 H -5.046 4.010 2.865
94 H -6.400 3.543 1.817
95 H -5.290 4.821 1.313


[11]
C25H24Cl2N5O5SbV | ωB97M-V/def2-TZVPD

Summary:
net charge: +1
HOMO energy (alpha / beta): -11.347 / -11.353 eV
gap between HOMO and LUMO (alpha / beta): 7.676 / 7.940 eV
multiplicity: 3

Atoms and positions in Å:
1 V 0.861 1.134 -0.380
2 C 3.761 -0.208 -0.605
3 C 2.750 -1.226 -0.164
4 C 3.158 -2.503 0.199
5 C 2.221 -3.431 0.601
6 C 0.879 -3.078 0.600
7 C 0.515 -1.804 0.212
8 N 1.447 -0.897 -0.154
9 Sb -1.611 -1.514 -0.019
10 C -1.982 -1.671 2.075
11 C -2.975 -2.531 2.509
12 C -3.204 -2.636 3.880
13 C -2.440 -1.877 4.736
14 C -1.451 -1.035 4.214
15 C -0.602 -0.188 5.118
16 N -1.223 -0.945 2.906
17 C -1.953 0.626 -0.258
18 C -3.241 1.028 0.027
19 C -3.685 2.255 -0.450
20 C -2.851 3.008 -1.248
21 C -1.550 2.583 -1.488
22 C -0.640 3.391 -2.361
23 N -1.110 1.419 -0.967
24 H 4.687 -0.340 -0.050
25 H 3.440 0.823 -0.460
26 H 3.966 -0.329 -1.671
27 H 4.209 -2.751 0.157
28 H 2.528 -4.424 0.903
29 H 0.120 -3.793 0.893
30 H -3.560 -3.108 1.804
31 H -3.970 -3.299 4.261
32 H -2.592 -1.928 5.807
33 H -0.041 -0.808 5.819
34 H 0.095 0.397 4.523
35 H -1.224 0.490 5.705
36 H -3.888 0.395 0.622
37 H -4.681 2.608 -0.216
38 H -3.180 3.949 -1.666
39 H 0.411 3.178 -2.196
40 H -0.812 4.454 -2.200
41 H -0.866 3.166 -3.406
42 O 2.658 0.300 -3.821
43 C 1.584 0.321 -3.282
44 O 1.354 0.954 -2.140
45 C 0.375 -0.391 -3.822
46 C 0.252 -0.520 -5.196
47 C -0.876 -1.150 -5.697
48 C -1.808 -1.647 -4.804
49 C -1.573 -1.501 -3.444
50 N -0.512 -0.870 -2.946
51 H 1.030 -0.132 -5.838
52 H -1.019 -1.255 -6.764
53 H -2.702 -2.150 -5.145
54 H -2.268 -1.916 -2.722
55 Cl 5.777 2.515 1.400
56 C 4.694 2.339 2.779
57 Cl 3.177 1.526 2.335
58 H 4.441 3.324 3.151
59 H 5.185 1.737 3.533
60 O 0.381 1.279 1.522
61 N 0.075 2.534 1.234
62 O -0.894 3.072 1.630
63 O 0.952 3.052 0.426